(1)
The following is a quantum chemistry calculation of 2 unconnected molecules or ions with the total composition C10H16O, from the Open Molecules 2025 dataset.

XYZ file:
```
27
Properties=species:S:1:pos:R:3:forces:R:3:mulliken_charge:R:1
C 2.04974 1.87524 2.74533 0.08 -0.36 1.44 -1.4562
C 0.86174 1.15851 2.16596 -0.02 1.04 -0.75 1.0490
C 1.08334 -0.03423 1.50520 -0.59 -1.58 0.28 -0.6460
C 0.08723 -0.82363 0.87412 -0.94 2.19 0.15 -0.2794
C -1.19085 -0.22253 0.80440 1.95 -0.66 1.31 -0.0134
O -2.32282 -0.93214 0.38707 1.08 0.95 -0.49 -0.5511
C -1.31735 1.02981 1.39594 -4.07 0.19 -0.29 -0.2871
C -0.41770 1.76441 2.09296 2.63 -1.43 0.31 -0.6337
H 2.55235 2.51476 2.04541 0.08 0.37 -0.55 0.3022
H 2.82142 1.20476 3.15141 -0.28 -0.13 -0.32 0.3551
H 1.77446 2.48426 3.61015 -0.18 0.16 -0.15 0.3727
H 2.02872 -0.49128 1.72889 0.52 -0.19 -0.47 0.2977
H 0.23856 -1.78348 0.42381 0.37 -0.42 0.08 0.4755
H -2.13461 -0.99714 -0.55610 -0.63 -0.49 -0.23 0.3003
H -2.37126 1.35533 1.39546 0.45 0.14 -0.07 0.3020
H -0.59107 2.65494 2.67460 -0.45 0.21 -0.30 0.3910
C 0.90723 -2.19436 -3.44737 -0.77 0.44 -0.88 -1.3256
C -0.29182 -1.26566 -3.24850 -0.67 1.10 -0.11 0.2667
C 0.16234 0.21063 -3.32277 0.03 -0.18 -0.68 -1.0179
H 1.09309 -2.23991 -4.51887 0.00 -0.17 -0.25 0.3580
H 0.70780 -3.20483 -3.12532 0.30 -0.26 0.36 0.3566
H 1.82185 -1.73066 -3.07315 -0.18 -0.45 0.62 0.3433
H -1.13985 -1.39194 -3.91900 0.51 -0.37 -1.17 0.3449
H -0.94110 -1.42857 -2.39687 0.84 -0.21 1.30 -0.1923
H 1.22963 0.21699 -3.23008 0.74 0.13 0.78 0.3132
H 0.11848 0.62147 -4.35690 -0.85 -0.02 0.72 0.3069
H -0.26938 0.84584 -2.53523 0.04 -0.01 -0.63 0.2676
```
Forces are in eV/Å.

Its total charge is 0. Its LUMO energy is 0.899 eV. The value obtained for the frontier orbital gap is 0.355 hartree. The electronic energy is -465.82607 a.u. The multiplicity is 1. Its SMILES is Cc1ccc(O)cc1.CCC.


(2)
The following is a quantum chemistry calculation of a molecular structure, C25H48P4SW, from the Open Molecules 2025 dataset.

XYZ file:
```
79
Properties=species:S:1:pos:R:3:forces:R:3:mulliken_charge:R:1
W 0.00797 0.40156 0.08707 1.09 -2.00 0.33 1.3997
P 1.87663 1.19443 1.23927 2.93 1.47 2.52 1.0072
P -1.78707 1.98865 0.36069 -3.31 2.00 1.41 0.5674
P 0.75701 1.71585 -1.85459 0.30 2.52 -2.09 0.8185
H -0.86757 -2.66226 1.01682 -0.02 0.70 0.18 0.6901
C -0.57780 -1.98830 0.20756 2.30 -0.02 -0.96 -1.1189
C 0.82204 -1.74052 -0.00590 -2.58 -0.81 0.69 -0.5509
H 1.49620 -2.07906 0.75865 0.05 -0.08 -0.06 0.1397
C 2.52667 0.68448 2.90965 -0.55 -0.43 0.02 -1.5119
C 1.77219 2.99849 1.63103 -0.39 0.24 -0.53 -1.2821
C 3.48306 1.02947 0.35254 -0.16 -0.09 -0.62 -1.3890
C -3.24548 1.40294 -0.58987 0.30 -0.47 -0.40 -1.2829
C -2.62651 2.44672 1.94323 0.15 -0.22 0.41 -1.3742
C -1.59642 3.73441 -0.21555 0.67 0.04 -0.42 -1.0638
C 1.99533 0.82501 -2.87389 0.09 -0.65 0.23 -1.0248
C 1.59190 3.37778 -1.72434 0.13 -0.05 0.30 -1.6770
C -0.44843 2.22610 -3.16743 -0.42 -0.55 -0.06 -1.2378
H -1.30086 -1.88928 -0.60248 -0.03 -0.06 0.02 0.1294
H 1.27427 -1.70068 -0.99075 0.01 0.44 -0.40 0.6136
H 2.33304 -0.36759 3.10773 0.12 0.17 0.13 0.3567
H 2.08152 1.27037 3.72252 0.02 -0.08 -0.31 0.3865
H 3.61321 0.83360 2.92770 -0.35 0.09 -0.07 0.6318
H 0.95545 3.21636 2.32855 0.16 -0.20 -0.03 0.2849
H 1.62006 3.61574 0.74358 0.04 -0.09 0.18 0.2625
H 2.71593 3.30836 2.09883 -0.14 -0.24 -0.06 0.5347
H 3.59812 -0.00101 0.00159 0.13 0.07 0.04 0.4093
H 4.29909 1.24422 1.05567 -0.34 0.00 -0.21 0.5782
H 3.57444 1.70445 -0.50340 -0.02 -0.17 0.16 0.3928
H -4.09042 2.08978 -0.42622 0.36 -0.12 -0.02 0.5179
H -3.54088 0.39680 -0.26521 0.00 0.23 -0.06 0.3987
H -3.00850 1.36730 -1.65950 -0.18 0.03 0.14 0.3019
H -3.45051 3.14053 1.71481 0.34 -0.24 -0.13 0.6530
H -1.93794 2.95587 2.62680 -0.11 -0.06 -0.19 0.4745
H -3.06074 1.59072 2.46341 0.14 0.22 -0.09 0.3915
H -2.49477 4.30631 0.06637 0.22 -0.44 -0.01 0.6267
H -1.48611 3.79490 -1.30111 -0.03 0.01 0.28 0.2320
H -0.72965 4.21416 0.25763 -0.25 -0.12 -0.04 0.3715
H 2.29202 1.50751 -3.68219 -0.03 -0.16 0.25 0.5725
H 1.53523 -0.07109 -3.31535 0.37 0.35 0.06 0.2780
H 2.87286 0.53870 -2.28118 -0.17 0.06 -0.28 0.3144
H 1.84756 3.68514 -2.74992 -0.15 -0.21 0.23 0.5870
H 2.52092 3.35784 -1.14224 -0.30 0.00 -0.20 0.4696
H 0.91726 4.13920 -1.30767 0.21 -0.33 -0.13 0.4050
H 0.09674 2.16534 -4.12085 -0.22 0.15 0.22 0.4848
H -0.82574 3.24649 -3.03066 0.27 -0.30 -0.04 0.5633
H -1.29571 1.52540 -3.22147 0.31 0.64 -0.06 0.1049
C -0.80957 -2.04498 -4.57394 0.52 -0.24 1.29 1.0091
C -1.79250 -2.03696 -5.59992 -0.92 -0.01 -0.81 -0.4650
C -1.73804 -2.96192 -6.64083 -0.82 1.38 0.64 -0.6028
C -0.73339 -3.93257 -6.66377 -0.04 -0.40 -0.88 -0.3481
C 0.27843 -3.91674 -5.69696 1.02 0.86 1.93 -0.6048
C 0.23342 -2.99381 -4.63498 0.75 -1.37 -0.71 -0.3343
S -0.99727 -0.92343 -3.18913 0.12 -1.10 -0.46 0.3212
H 0.01404 -1.16600 -2.19989 -1.03 -0.43 -2.07 -0.3336
H -2.62267 -1.32646 -5.52944 0.31 -0.22 -0.24 0.3982
H -2.48298 -2.92083 -7.43994 0.16 -0.07 0.38 0.4342
H -0.72604 -4.69924 -7.45363 0.01 0.40 0.39 0.4385
H 1.11107 -4.62285 -5.77695 -0.37 0.21 0.19 0.4295
H 0.97384 -3.03812 -3.82761 -0.19 -0.01 -0.53 0.3158
C -2.48455 -0.86078 2.52573 0.23 -0.18 -0.54 -1.4295
P -0.70181 -0.37111 2.47342 -0.87 -0.85 2.55 1.1767
C -0.64576 0.79516 3.92692 0.34 0.72 -0.11 -1.4482
C 0.02072 -1.85660 3.41093 0.69 0.31 -0.57 1.0946
C -0.62576 -2.32126 4.56981 -0.27 0.16 -0.31 -1.2791
C -0.05595 -3.33455 5.33987 0.19 -0.11 0.01 -0.8284
C 1.10918 -3.98560 4.92100 0.21 0.10 -0.43 -0.6896
C 1.73878 -3.55763 3.74277 -0.22 0.20 0.52 -0.9557
C 1.25576 -2.42295 3.08335 0.08 -0.75 -0.20 -0.1395
H -3.07405 -0.24980 1.83490 0.00 -0.27 0.28 0.2926
H -2.86462 -0.75933 3.54983 0.00 -0.09 -0.39 0.5912
H -2.54755 -1.90808 2.19931 -0.19 0.29 0.24 0.4239
H 0.02031 0.41144 4.71394 -0.16 -0.02 -0.47 0.5360
H -1.64624 0.88390 4.36870 0.23 0.03 -0.24 0.4716
H -0.28929 1.79563 3.65651 -0.18 -0.14 0.12 0.2622
H -1.57933 -1.89115 4.87366 0.25 -0.16 0.09 0.3073
H -0.52236 -3.63306 6.27863 -0.01 0.09 -0.30 0.4750
H 1.55351 -4.80070 5.50597 -0.37 0.34 -0.27 0.4391
H 2.61663 -4.07175 3.34861 -0.11 0.25 0.34 0.4575
H 1.90846 -2.01906 2.31315 -0.31 -0.16 0.23 0.1477
```
Forces are in eV/Å.

Its total charge is +4. Its LUMO energy (spin up / spin down) is -14.118 / -14.544 eV. The value obtained for the frontier orbital gap (spin up / spin down) is 0.174 / 0.158 hartree. The electronic energy is -2810.44450 a.u. The multiplicity is 3. Its expectation value of S² is 2.045.


(3)
The following is a quantum chemistry calculation of 2 unconnected molecules or ions with the total composition C5H7Cl, from the Open Molecules 2025 dataset.

XYZ file:
```
13
Properties=species:S:1:pos:R:3:forces:R:3:mulliken_charge:R:1
C -1.50530 1.22661 -0.37856 4.05 -3.15 -1.42 -0.8675
C -0.15274 0.21015 1.99607 5.32 -1.42 0.55 -0.9539
C 0.30757 0.02857 -0.36065 -4.16 0.97 -0.03 0.0278
C 0.67107 -0.21630 0.95526 -0.99 1.47 0.84 0.5357
C 0.56142 -0.87628 -1.50221 0.34 -0.16 -2.41 -0.9513
Cl 2.25040 -0.88833 1.24403 0.07 -0.07 0.13 -0.1983
H -1.65892 1.45198 -1.41647 -0.37 -0.04 -0.29 0.3549
H -1.58740 1.97992 0.34693 0.07 0.74 1.03 0.3843
H 0.20144 0.25023 3.01492 -0.05 -0.15 0.05 0.2810
H -1.10914 0.27182 1.76745 -4.20 0.81 -0.73 0.4969
H 1.16417 -0.40629 -2.32262 -0.58 0.13 0.55 0.2855
H -0.34372 -1.29141 -2.05936 0.81 0.76 1.10 0.2651
H 1.20116 -1.74066 -1.28481 -0.30 0.10 0.64 0.3399
```
Forces are in eV/Å.

Its total charge is 0. Its LUMO energy (spin up / spin down) is -0.435 / -0.545 eV. The value obtained for the frontier orbital gap (spin up / spin down) is 0.282 / 0.310 hartree. The electronic energy is -654.65471 a.u. The multiplicity is 1.


Copy entry 1 word for word.
The following is a quantum chemistry calculation of 2 unconnected molecules or ions with the total composition C10H16O, from the Open Molecules 2025 dataset.

XYZ file:
```
27
Properties=species:S:1:pos:R:3:forces:R:3:mulliken_charge:R:1
C 2.04974 1.87524 2.74533 0.08 -0.36 1.44 -1.4562
C 0.86174 1.15851 2.16596 -0.02 1.04 -0.75 1.0490
C 1.08334 -0.03423 1.50520 -0.59 -1.58 0.28 -0.6460
C 0.08723 -0.82363 0.87412 -0.94 2.19 0.15 -0.2794
C -1.19085 -0.22253 0.80440 1.95 -0.66 1.31 -0.0134
O -2.32282 -0.93214 0.38707 1.08 0.95 -0.49 -0.5511
C -1.31735 1.02981 1.39594 -4.07 0.19 -0.29 -0.2871
C -0.41770 1.76441 2.09296 2.63 -1.43 0.31 -0.6337
H 2.55235 2.51476 2.04541 0.08 0.37 -0.55 0.3022
H 2.82142 1.20476 3.15141 -0.28 -0.13 -0.32 0.3551
H 1.77446 2.48426 3.61015 -0.18 0.16 -0.15 0.3727
H 2.02872 -0.49128 1.72889 0.52 -0.19 -0.47 0.2977
H 0.23856 -1.78348 0.42381 0.37 -0.42 0.08 0.4755
H -2.13461 -0.99714 -0.55610 -0.63 -0.49 -0.23 0.3003
H -2.37126 1.35533 1.39546 0.45 0.14 -0.07 0.3020
H -0.59107 2.65494 2.67460 -0.45 0.21 -0.30 0.3910
C 0.90723 -2.19436 -3.44737 -0.77 0.44 -0.88 -1.3256
C -0.29182 -1.26566 -3.24850 -0.67 1.10 -0.11 0.2667
C 0.16234 0.21063 -3.32277 0.03 -0.18 -0.68 -1.0179
H 1.09309 -2.23991 -4.51887 0.00 -0.17 -0.25 0.3580
H 0.70780 -3.20483 -3.12532 0.30 -0.26 0.36 0.3566
H 1.82185 -1.73066 -3.07315 -0.18 -0.45 0.62 0.3433
H -1.13985 -1.39194 -3.91900 0.51 -0.37 -1.17 0.3449
H -0.94110 -1.42857 -2.39687 0.84 -0.21 1.30 -0.1923
H 1.22963 0.21699 -3.23008 0.74 0.13 0.78 0.3132
H 0.11848 0.62147 -4.35690 -0.85 -0.02 0.72 0.3069
H -0.26938 0.84584 -2.53523 0.04 -0.01 -0.63 0.2676
```
Forces are in eV/Å.

Its total charge is 0. Its LUMO energy is 0.899 eV. The value obtained for the frontier orbital gap is 0.355 hartree. The electronic energy is -465.82607 a.u. The multiplicity is 1. Its SMILES is Cc1ccc(O)cc1.CCC.